<1>
DFT (the ωB97M-V functional and the def2-TZVPD basis) results for a cluster of 2 separate species, C4H12N2O2 in total.

XYZ file:
```
20
C4H12N2O2 the ωB97M-V functional and the def2-TZVPD basis
N 0.64 0.30 -1.43
C -0.25 0.62 -0.35
C 0.04 1.99 0.27
C -0.19 -0.49 0.72
N -1.00 -1.57 0.58
C -2.08 -1.67 -0.39
O 0.57 -0.39 1.67
H 0.36 0.08 -2.37
H 1.62 0.12 -1.26
H -1.22 0.68 -0.81
H -0.85 2.47 0.66
H 0.58 2.63 -0.43
H 0.69 1.88 1.13
H -1.17 -2.18 1.36
H -1.78 -1.23 -1.34
H -2.25 -2.71 -0.64
H -2.99 -1.20 -0.05
H 3.68 -0.29 0.97
H 2.37 0.46 1.08
O 3.24 0.50 0.64
```

HOMO-LUMO gap (eV): 9.5
Multiplicity: 1
SMILES string: CNC(=O)[C@@H](C)N.O

<2>
DFT (the ωB97M-V functional and the def2-TZVPD basis) results for a cluster of 2 separate species, C4H12N2O2 in total.

XYZ file:
```
20
C4H12N2O2 the ωB97M-V functional and the def2-TZVPD basis
C 2.17 1.18 0.45
N 1.13 0.31 0.29
C -0.12 0.32 1.05
C -1.31 0.63 0.17
N -1.31 -0.20 -1.03
C -2.49 -0.02 -1.87
O 2.16 2.13 1.19
H 3.03 0.94 -0.20
H 1.32 -0.50 -0.26
H -0.17 -0.64 1.56
H 0.00 1.15 1.76
H -1.35 1.71 -0.06
H -2.24 0.47 0.71
H -0.46 0.03 -1.52
H -3.26 0.46 -1.30
H -2.27 0.54 -2.78
H -2.85 -0.98 -2.21
H 0.41 -2.47 -0.26
H -0.48 -3.32 0.57
O 0.36 -3.37 0.09
```

HOMO-LUMO gap (eV): 10.0
Multiplicity: 1
SMILES string: CNCCNC=O.O

<3>
DFT (the ωB97M-V functional and the def2-TZVPD basis) results for a cluster of 2 separate species, C4H12N2O2 in total.

XYZ file:
```
20
C4H12N2O2 the ωB97M-V functional and the def2-TZVPD basis
C 2.08 1.17 -0.67
N 2.51 -0.03 -0.01
O 1.85 -0.06 1.56
H 2.22 0.69 2.05
H 3.49 0.04 0.27
H 2.03 0.97 -1.75
H 2.70 2.05 -0.46
H 1.05 1.41 -0.37
C -2.49 0.58 -0.19
C -1.23 -0.04 0.35
N -1.63 -2.26 -0.59
C -0.86 -1.32 0.10
O -0.44 0.80 1.04
H 0.49 0.33 1.37
H -2.31 -1.88 -1.23
H -1.10 -3.02 -0.99
H 0.08 -1.69 0.47
H -3.36 -0.06 -0.04
H -2.67 1.53 0.32
H -2.40 0.79 -1.26
```

HOMO-LUMO gap (eV): 6.7
Multiplicity: 1
SMILES string: C/C(O)=C\N.CNO

<4>
DFT (the ωB97M-V functional and the def2-TZVPD basis) results for a cluster of 2 separate species, C4H12N2O2 in total.

XYZ file:
```
20
C4H12N2O2 the ωB97M-V functional and the def2-TZVPD basis
C -1.59 -0.43 -0.48
C -1.09 -1.25 0.67
N 0.27 -1.24 0.86
C 1.35 -1.04 -0.15
C 1.73 0.52 -0.08
N 2.33 0.87 1.20
O -1.80 -1.78 1.51
H -2.50 -0.84 -0.92
H -1.79 0.62 -0.31
H -0.84 -0.43 -1.28
H 0.73 -1.68 1.63
H 2.21 -1.59 0.23
H 0.88 -1.17 -1.12
H 2.43 0.74 -0.88
H 0.79 1.06 -0.10
H 1.72 0.76 2.00
H 3.31 0.66 1.25
H -2.98 2.15 -0.60
H -2.78 1.82 -2.09
O -2.37 2.24 -1.34
```

HOMO-LUMO gap (eV): 9.4
Multiplicity: 1
SMILES string: CC(=O)NCCN.O

Ordering by calculated energy gives the sequence <1>, <2>, <4>, <3>, with the first entry being the most stable.

<1>
DFT (the ωB97M-V functional and the def2-TZVPD basis) results for a cluster of 3 separate species, C4H12N2O2 in total.

XYZ file:
```
20
C4H12N2O2 the ωB97M-V functional and the def2-TZVPD basis
N 0.64 -1.29 1.30
C -1.12 1.51 0.62
C -2.24 0.54 1.04
C 0.39 -1.12 -0.07
C 1.39 -0.01 -0.48
N 2.22 0.55 0.48
O 1.37 0.50 -1.59
H 0.29 -2.21 1.58
H 0.60 -1.92 -0.79
H -1.30 2.48 1.08
H -0.85 1.57 -0.44
H -0.24 1.06 1.05
H -3.14 1.05 1.38
H -2.49 -0.01 0.13
H -0.66 -0.76 -0.25
H 3.03 1.03 0.13
H 2.19 -0.15 1.24
H -2.25 -1.09 -2.16
H -2.03 -0.25 1.79
O -1.84 -0.72 -1.37
```

HOMO-LUMO gap (eV): 5.4
Multiplicity: 1

<2>
DFT (the ωB97M-V functional and the def2-TZVPD basis) results for a cluster of 2 separate species, C4H12N2O2 in total.

XYZ file:
```
20
C4H12N2O2 the ωB97M-V functional and the def2-TZVPD basis
C 1.12 0.40 0.44
C 1.47 -0.29 1.75
N 1.88 1.59 0.24
N 1.49 -0.41 -0.69
H 0.05 0.62 0.43
H 1.09 -0.02 -1.54
H 1.06 -1.34 -0.59
H 2.85 1.31 0.14
H 1.63 2.00 -0.65
H 1.18 0.34 2.60
H 0.95 -1.25 1.84
H 2.55 -0.49 1.83
C -2.07 0.15 -1.57
C -2.35 -0.35 -0.19
O -1.86 -1.58 0.04
O -2.93 0.27 0.69
H -2.12 -1.76 0.97
H -1.48 1.07 -1.52
H -1.50 -0.60 -2.14
H -3.01 0.33 -2.09
```

HOMO-LUMO gap (eV): 9.9
Multiplicity: 1
SMILES string: CC(=O)O.CC(N)N

<3>
DFT (the ωB97M-V functional and the def2-TZVPD basis) results for a structure of composition C4H12N2O2.

XYZ file:
```
20
C4H12N2O2 the ωB97M-V functional and the def2-TZVPD basis
C -0.95 -0.25 1.76
C 1.58 0.37 0.83
N 0.42 -0.46 0.54
O -0.61 0.60 2.76
H -0.64 1.49 2.36
H 0.72 -1.44 0.55
H -0.99 -1.28 2.09
H -1.95 0.01 1.41
H 2.37 0.24 0.10
H 1.26 1.42 0.85
H 2.02 0.12 1.80
C 0.44 0.61 -2.13
C -0.57 0.05 -1.15
N -0.90 -1.32 -1.42
O -1.53 0.84 -0.79
H -0.90 -1.87 -0.57
H -1.81 -1.41 -1.86
H -0.05 0.87 -3.07
H 1.25 -0.11 -2.32
H 0.84 1.54 -1.73
```

HOMO-LUMO gap (eV): 9.2
Multiplicity: 1

Ordering by calculated energy gives the sequence <2>, <3>, <1>, with the first entry being the most stable.

<1>
DFT (the ωB97M-V functional and the def2-TZVPD basis) results for a cluster of 2 separate species, C4H12N2O2 in total.

XYZ file:
```
20
C4H12N2O2 the ωB97M-V functional and the def2-TZVPD basis
C 0.12 -0.27 0.98
N -0.11 -1.63 0.83
C 0.74 -2.41 -0.15
O 0.77 -1.81 -1.33
C 0.35 0.42 -0.44
C -0.95 0.52 -1.25
N 0.78 1.69 -0.31
H 1.01 -0.13 1.59
H -0.72 0.25 1.44
H 0.32 -3.43 -0.18
H 1.73 -2.53 0.34
H 1.15 -0.16 -0.98
H -0.69 0.50 -2.30
H -1.56 -0.37 -1.06
H -1.50 1.41 -1.01
H 0.04 2.29 0.27
H 1.73 1.77 0.04
H -1.10 -1.84 0.70
H -1.08 3.27 1.68
O -1.05 2.47 1.13
```

HOMO-LUMO gap (eV): 5.5
Multiplicity: 1

<2>
DFT (the ωB97M-V functional and the def2-TZVPD basis) results for a cluster of 2 separate species, C4H12N2O2 in total.

XYZ file:
```
20
C4H12N2O2 the ωB97M-V functional and the def2-TZVPD basis
C -0.21 2.03 0.27
N -0.33 0.68 -0.26
C -1.57 0.07 0.20
C -0.31 0.71 -1.72
H -0.23 2.02 1.37
H -1.04 2.66 -0.07
H 0.75 2.46 -0.02
H -1.67 -0.90 -0.27
H -1.58 -0.04 1.28
H -2.45 0.66 -0.11
H -0.42 -0.29 -2.12
H 0.62 1.13 -2.09
H -1.12 1.32 -2.14
N 0.94 -1.86 1.59
C 1.93 -1.98 0.64
O 1.78 -1.21 -0.45
O 2.85 -2.74 0.74
H 0.97 -2.58 2.28
H 0.02 -1.59 1.28
H 1.06 -0.54 -0.38
```

HOMO-LUMO gap (eV): 10.4
Multiplicity: 1
SMILES string: NC(=O)O.CN(C)C

Ordering by calculated energy gives the sequence <2>, <1>, with the first entry being the most stable.

<1>
DFT (the ωB97M-V functional and the def2-TZVPD basis) results for a cluster of 2 separate species, C4H12N2O2 in total.

XYZ file:
```
20
C4H12N2O2 the ωB97M-V functional and the def2-TZVPD basis
N 3.47 0.20 -1.50
C 2.38 0.02 -0.65
O 1.74 -1.08 -0.80
O 2.12 0.89 0.22
H 4.25 0.74 -1.13
H 3.75 -0.66 -2.01
C -1.76 -0.61 -0.83
C -1.17 0.31 0.20
C -2.14 0.86 1.30
N -0.06 -0.38 0.92
H -1.05 -0.90 -1.56
H -2.24 -1.57 -0.38
H -2.52 -0.10 -1.42
H -0.64 1.15 -0.24
H -2.51 0.01 1.92
H -3.04 1.38 0.88
H -1.61 1.45 2.09
H 0.59 -1.03 0.20
H 0.77 0.26 1.07
H -0.32 -0.92 1.73
```

HOMO-LUMO gap (eV): 10.0
Multiplicity: 1

<2>
DFT (the ωB97M-V functional and the def2-TZVPD basis) results for a cluster of 2 separate species, C4H12N2O2 in total.

XYZ file:
```
20
C4H12N2O2 the ωB97M-V functional and the def2-TZVPD basis
C 0.71 0.94 -1.52
C -0.48 0.82 -0.55
C -0.22 1.12 0.93
N -1.08 -0.53 -0.83
C -0.73 -1.71 -0.24
N -1.60 -2.79 -0.57
O 0.19 -2.05 0.48
H 1.53 1.50 -1.03
H 1.21 -0.01 -1.72
H 0.39 1.32 -2.49
H -1.32 1.45 -0.90
H -0.17 2.19 0.91
H 0.69 0.53 1.10
H -1.07 0.90 1.54
H -1.35 -0.60 -1.80
H -2.48 -2.56 -1.00
H -1.64 -3.51 0.13
H 2.98 3.91 2.41
H 2.83 2.37 1.98
O 2.51 3.28 1.85
```

HOMO-LUMO gap (eV): 10.2
Multiplicity: 1
SMILES string: CC(C)NC(N)=O.O

Ordering by calculated energy gives the sequence <1>, <2>, with the first entry being the most stable.